# H2NO3S

An isolated ion of composition H2NO3S and charge -1 (ωB97M-V/def2-TZVPD, the Open Molecules 2025 dataset).

The total charge is -1. The electronic energy comes out at -18500.210 eV. The HOMO energy is -4.21 eV. As for the orbital gap: 8.356 eV. The structure (SMILES) is NS(=O)(=O)[O-].

Positions of all 7 atoms, in Å:
S: 0.118 0.494 0.493
O: 0.361 -0.226 1.724
O: -1.656 0.951 0.369
O: 0.994 1.541 0.079
N: 0.269 -0.749 -0.746
H: 0.035 -1.603 -0.349
H: -0.120 -0.409 -1.569

# C6H13ClN

An isolated ion of composition C6H13ClN and charge +1 (ωB97M-V/def2-TZVPD, the Open Molecules 2025 dataset).

The total charge is +1. The electronic energy comes out at -20435.955 eV. The HOMO energy is -13.73 eV. As for the orbital gap: 10.604 eV. The structure (SMILES) is C[N+](C)(C)/C=C/CCl.

Positions of all 21 atoms, in Å:
Cl: 4.592 0.045 -0.189
N: -0.918 0.131 -0.024
C: -1.763 -0.249 1.128
C: 2.961 -0.790 0.133
C: 1.574 -0.097 0.006
C: -0.726 1.705 -0.068
C: 0.351 -0.621 0.188
C: -1.493 -0.307 -1.272
H: -2.608 0.327 1.073
H: 1.559 0.971 -0.110
H: -0.593 -0.384 -1.978
H: 3.091 -1.011 1.324
H: 0.264 -1.746 0.022
H: -1.035 -0.161 1.978
H: -1.872 -1.295 0.952
H: -1.878 -1.330 -1.180
H: -1.736 1.896 -0.314
H: 3.016 -1.809 -0.231
H: -0.442 2.218 0.894
H: -0.068 2.074 -0.878
H: -2.274 0.435 -1.455

# C20H21Br2

A 2-piece molecular cluster, C20H21Br2 overall (ωB97M-V/def2-TZVPD, the Open Molecules 2025 dataset).

The total charge is +1. The electronic energy comes out at -161157.046 eV. The HOMO energy is -11.70 eV. As for the orbital gap: 6.149 eV.

Positions of all 43 atoms, in Å:
Br: 3.622 10.087 4.657
Br: 2.482 -2.810 8.234
C: 3.412 7.304 5.284
C: 1.941 -1.254 7.307
C: 0.732 -1.254 6.596
C: 1.123 1.158 2.991
C: 2.810 6.042 5.251
C: 1.565 5.842 4.594
C: 0.934 4.556 4.522
C: 0.828 2.132 4.950
C: 0.927 6.984 4.029
C: -0.668 -0.127 1.741
C: 0.671 -0.020 2.472
C: 2.412 0.993 6.518
C: 1.417 3.408 5.126
C: 2.782 8.397 4.667
C: -1.848 -0.442 2.646
C: 0.345 -0.124 5.884
C: 1.527 8.238 4.058
C: 1.474 -1.286 2.625
C: 2.780 -0.132 7.259
C: 1.195 1.011 5.804
H: 2.275 3.520 5.798
H: 0.936 -2.142 2.202
H: -0.207 2.130 4.560
H: 0.607 2.070 2.678
H: 3.319 5.204 5.730
H: -0.573 -0.931 0.983
H: 0.081 -2.129 6.612
H: -0.049 6.851 3.567
H: 1.696 -1.524 3.676
H: 2.453 -1.208 2.120
H: -0.859 0.818 1.204
H: 4.382 7.440 5.754
H: 3.087 1.848 6.484
H: -2.787 -0.491 2.082
H: 2.148 1.194 3.361
H: 0.014 4.504 3.940
H: -0.615 -0.098 5.370
H: 1.045 9.085 3.581
H: -1.998 0.320 3.421
H: -1.739 -1.402 3.149
H: 3.717 -0.142 7.814

# C3H9O4

A 2-piece molecular cluster, C3H9O4 overall (ωB97M-V/def2-TZVPD, the Open Molecules 2025 dataset).

The total charge is +1. The electronic energy comes out at -11430.079 eV. The HOMO energy is -14.24 eV. As for the orbital gap: 8.621 eV.

Positions of all 16 atoms, in Å:
O: -1.783 -0.549 -0.619
O: 0.201 1.489 -0.960
O: 0.806 -0.437 0.293
O: 0.231 -0.067 -0.902
C: -2.564 -0.644 0.256
C: 1.061 -1.846 0.126
C: 1.170 2.003 -0.092
H: -2.357 -1.562 0.917
H: 0.685 3.043 0.204
H: 1.082 1.578 0.866
H: 0.056 -2.281 -0.094
H: 2.251 1.975 -0.413
H: -0.678 1.494 -0.606
H: -3.354 0.020 0.576
H: 1.891 -1.937 -0.600
H: 1.303 -2.280 1.049

# C4H7NO

A 2-piece molecular cluster, C4H7NO overall (ωB97M-V/def2-TZVPD, the Open Molecules 2025 dataset).

The total charge is 0. The electronic energy comes out at -7797.521 eV. The HOMO energy is -10.44 eV. As for the orbital gap: 11.175 eV. The structure (SMILES) is N#CCCC=O.[H][H].

Positions of all 13 atoms, in Å:
O: 1.235 -0.368 1.520
N: -1.397 2.266 0.228
C: 1.201 -0.701 0.360
C: -1.302 -0.354 0.334
C: -0.085 -0.903 -0.412
C: -1.359 1.112 0.290
H: 1.758 1.710 -0.970
H: -2.229 -0.743 -0.097
H: 0.018 -0.459 -1.409
H: 1.292 1.905 -0.423
H: -1.257 -0.661 1.383
H: 2.133 -0.902 -0.207
H: -0.201 -1.985 -0.567

# C8H9Cl

One molecule with the formula C8H9Cl (ωB97M-V/def2-TZVPD, the Open Molecules 2025 dataset).

The total charge is 0. The electronic energy comes out at -20961.321 eV. The HOMO energy is -8.54 eV. As for the orbital gap: 9.248 eV. The structure (SMILES) is C/C(=C\Cl)C1C=CC=C1.

Positions of all 18 atoms, in Å:
Cl: 3.269 -2.084 -0.280
C: -1.798 0.096 -0.123
C: 0.602 -1.561 1.042
C: 0.133 1.430 -0.267
C: 2.075 -1.040 -0.914
C: -0.879 2.146 0.282
C: -2.083 1.335 0.334
C: 0.885 -0.877 -0.236
C: -0.344 0.081 -0.689
H: -0.572 -1.650 1.033
H: -2.530 -0.684 -0.190
H: 1.049 -2.492 0.975
H: 0.915 -0.943 2.026
H: -3.048 1.491 0.839
H: 2.461 -0.323 -1.638
H: -0.445 0.020 -1.745
H: 1.092 1.810 -0.711
H: -0.782 3.245 0.263

The following molar mass values (in g mol⁻¹) correspond, in order, to the records above: 96.087; 134.630; 421.196; 109.101; 85.106; 140.613.
The following energy above the lowest of the compared OMol25 structures with the same formula, charge and spin values (in eV) correspond, in order, to the records above: 2.0568; 1.8122; 0.3086; 2.8961; 2.1232; 2.2604.